Entry 1:
{
  "formula": "C4H10Cl",
  "method": "the ωB97M-V functional and the def2-TZVPD basis",
  "symbols": ["Cl", "H", "C", "C", "C", "C", "H", "H", "H", "H", "H", "H", "H", "H", "H"],
  "coordinates": [[0.7197, 0.9126, -2.9472], [1.0158, 1.4272, -0.4863], [-0.0847, 1.2698, -0.3756], [-0.3481, -0.1802, 0.0601], [0.7829, -1.0979, -0.4007], [-0.6607, -0.2938, 1.5649], [-0.5847, 1.9869, 0.2889], [-0.4837, 1.4009, -1.4282], [-1.2556, -0.5438, -0.4589], [0.5113, -2.1390, -0.2128], [0.9098, -0.9491, -1.4850], [1.7506, -0.8630, 0.0536], [-0.9947, -1.3003, 1.8495], [0.2019, -0.0326, 2.1885], [-1.4797, 0.4022, 1.7893]],
  "forces_ev_per_a": [[0.088, 0.259, -0.869], [-0.872, 0.289, 0.688], [0.651, -0.577, -0.186], [-0.303, -0.447, 0.034], [-0.211, 0.091, -0.444], [-0.056, 0.292, -0.215], [0.273, 0.119, -0.415], [-0.116, 0.145, 0.653], [0.238, 0.248, 0.144], [0.224, 0.010, 0.016], [0.017, -0.434, 0.511], [-0.171, -0.026, 0.205], [0.154, 0.176, -0.190], [-0.084, 0.012, -0.109], [0.167, -0.157, 0.177]],
  "s_squared": 0.75,
  "e_tot_ha": -618.51763,
  "lumo_ev": [1.1, -3.3],
  "spin_multiplicity": 2,
  "total_charge": 0,
  "orbital_gap_ev": [12.03, 7.72],
  "homo_energy_ev": [-10.93, -11.01],
  "e_above_lowest_kj_mol": 59.2
}

***

Entry 2:
{
  "formula": "C32H110CdIN8O19",
  "method": "the ωB97M-V functional and the def2-TZVPD basis",
  "symbols": ["Cd", "I", "C", "C", "C", "O", "C", "N", "H", "H", "H", "H", "H", "H", "H", "H", "H", "H", "H", "C", "C", "C", "O", "C", "N", "H", "H", "H", "H", "H", "H", "H", "H", "H", "H", "H", "C", "C", "C", "O", "C", "N", "H", "H", "H", "H", "H", "H", "H", "H", "H", "H", "H", "C", "C", "C", "O", "C", "N", "H", "H", "H", "H", "H", "H", "H", "H", "H", "H", "H", "C", "C", "C", "O", "C", "N", "H", "H", "H", "H", "H", "H", "H", "H", "H", "H", "H", "C", "C", "C", "O", "C", "N", "H", "H", "H", "H", "H", "H", "H", "H", "H", "H", "H", "C", "C", "C", "O", "C", "N", "H", "H", "H", "H", "H", "H", "H", "H", "H", "H", "H", "C", "C", "C", "O", "C", "N", "H", "H", "H", "H", "H", "H", "H", "H", "H", "H", "H", "O", "H", "H", "O", "H", "H", "O", "H", "H", "O", "H", "H", "O", "H", "H", "O", "H", "H", "O", "H", "H", "O", "H", "H", "O", "H", "H", "O", "H", "H", "O", "H", "H"],
  "coordinates": [[2.4946, 2.8011, -1.8865], [1.1971, 0.5411, -0.8374], [-4.0553, -5.9058, -4.0005], [-3.1146, -4.8609, -4.7481], [-1.6776, -4.7203, -4.1128], [-1.7266, -4.1201, -2.8347], [-0.3828, -4.0188, -2.2297], [-2.9473, -5.4515, -6.0521], [-4.0757, -5.7204, -2.9266], [-3.6170, -6.9022, -4.0584], [-5.0821, -5.9210, -4.3658], [-3.5989, -3.8909, -4.8609], [-0.9879, -4.1800, -4.7613], [-1.2897, -5.7249, -3.9443], [-0.4781, -3.6224, -1.2189], [0.2870, -3.3287, -2.7428], [0.1245, -4.9740, -2.0947], [-2.7526, -6.4417, -6.0105], [-2.1239, -5.0736, -6.4986], [-2.7050, 2.3475, -0.3719], [-2.4745, 3.4189, -1.4336], [-3.8895, 3.8301, -2.0298], [-4.7517, 4.2497, -0.9715], [-6.1166, 3.7683, -1.0807], [-1.7846, 4.6326, -0.9137], [-3.2124, 2.7843, 0.4882], [-1.7514, 2.1178, 0.1034], [-3.1636, 1.4251, -0.7281], [-1.8905, 2.9202, -2.2073], [-4.3801, 3.0217, -2.5720], [-3.7751, 4.6429, -2.7470], [-6.5302, 4.1332, -2.0209], [-6.7219, 3.9776, -0.1988], [-6.0094, 2.6843, -1.1226], [-2.3824, 5.1299, -0.2692], [-1.6230, 5.2618, -1.6870], [-2.7513, -1.5584, 6.0678], [-1.4566, -2.3482, 6.0555], [-0.2237, -1.4420, 5.9496], [-0.2918, -0.9313, 4.6306], [0.7733, 0.0303, 4.3344], [-1.3564, -3.0597, 7.3241], [-2.7554, -0.7998, 6.8505], [-3.6736, -2.1179, 6.2237], [-2.8493, -1.0311, 5.1188], [-1.4985, -3.0162, 5.1953], [0.5940, -2.1358, 6.1445], [-0.2510, -0.6714, 6.7200], [1.7956, -0.3429, 4.3960], [0.7436, 0.8390, 5.0646], [0.6522, 0.4315, 3.3282], [-0.4771, -3.5429, 7.4398], [-2.0973, -3.7454, 7.3556], [-4.9664, -3.5618, -0.9514], [-4.8659, -2.2299, -1.8015], [-5.4586, -0.9585, -1.0707], [-6.8198, -1.1446, -1.0751], [-7.6305, -0.2044, -0.3693], [-3.4248, -1.9998, -1.9726], [-4.1650, -3.7955, -0.2506], [-5.1105, -4.4395, -1.5815], [-5.8941, -3.5761, -0.3794], [-5.4141, -2.3025, -2.7408], [-5.1853, -0.0260, -1.5644], [-4.9945, -0.8922, -0.0866], [-7.3483, 0.0474, 0.6530], [-8.6944, -0.4394, -0.3361], [-7.5257, 0.7172, -0.9417], [-2.9990, -1.7830, -1.0828], [-2.9195, -2.8253, -2.2614], [2.1843, -3.1848, 3.5189], [1.0812, -3.1549, 2.4573], [1.1539, -4.3994, 1.5613], [2.4128, -4.6312, 0.8480], [2.6944, -3.6344, -0.0268], [-0.1691, -3.1458, 3.1807], [2.0690, -4.0040, 4.2287], [2.2236, -2.2903, 4.1405], [3.2286, -3.2737, 3.2198], [1.1651, -2.2965, 1.7908], [0.2345, -4.3693, 0.9765], [1.0692, -5.3099, 2.1545], [1.8292, -3.4385, -0.6602], [3.5668, -3.7705, -0.6659], [2.8266, -2.7059, 0.5285], [-0.1575, -2.3785, 3.8374], [-0.9388, -2.9025, 2.5736], [4.9078, 3.3719, 5.0799], [5.3083, 1.9627, 5.4189], [4.5181, 1.0064, 4.4578], [4.8385, 1.1664, 3.0622], [3.9394, 0.4522, 2.2519], [6.7676, 1.7231, 5.3114], [3.8740, 3.6609, 5.2690], [5.0798, 3.7640, 4.0775], [5.5454, 3.9506, 5.7483], [5.0057, 1.7567, 6.4456], [3.4385, 1.1139, 4.5624], [4.6237, -0.0335, 4.7670], [3.0711, 1.1070, 2.1797], [3.6363, -0.5330, 2.6064], [4.4575, 0.2553, 1.3133], [7.0282, 1.7827, 4.3374], [6.9357, 0.7439, 5.4927], [2.4150, -1.2685, -4.9909], [3.5843, -1.4580, -5.9584], [4.7837, -0.4856, -5.5136], [4.2123, 0.8169, -5.4275], [5.1553, 1.8359, -5.3480], [3.8915, -2.8439, -5.9341], [1.9344, -0.3159, -5.2140], [2.6440, -1.2545, -3.9253], [1.6790, -2.0464, -5.1938], [3.3437, -1.1608, -6.9791], [5.5896, -0.5428, -6.2452], [5.1188, -0.8786, -4.5537], [4.6366, 2.7871, -5.4682], [5.8477, 1.8670, -6.1893], [5.6978, 1.7881, -4.4038], [4.6781, -3.0750, -6.5241], [4.0776, -3.0846, -4.9711], [1.3392, 3.4377, 3.2232], [0.1072, 3.4721, 2.3248], [-1.1359, 3.6294, 3.1338], [-1.4144, 2.5470, 4.0048], [-1.7374, 2.9554, 5.3829], [0.3788, 4.5164, 1.3089], [1.2712, 2.6510, 3.9747], [1.4679, 4.3162, 3.8555], [2.2297, 3.2354, 2.6280], [0.0918, 2.5160, 1.8016], [-1.9821, 3.8271, 2.4758], [-0.9716, 4.5343, 3.7188], [-2.6499, 3.5510, 5.4104], [-0.9420, 3.6076, 5.7433], [-1.7517, 2.0716, 6.0207], [0.1920, 5.4294, 1.6983], [-0.3485, 4.3913, 0.6194], [-2.1668, 0.3989, 2.6427], [-2.3174, 1.3281, 2.8160], [-1.4809, 0.1475, 3.2613], [3.5278, 4.4990, -2.5394], [3.6798, 5.2951, -2.0301], [4.2773, 4.4468, -3.1325], [4.3524, 2.0136, -1.6476], [4.5287, 1.0934, -1.4516], [5.2055, 2.4419, -1.5764], [2.2815, 2.0218, -3.8254], [3.0014, 1.6611, -4.3430], [1.4930, 1.7866, -4.3144], [0.7967, 3.8123, -2.1985], [0.3243, 3.8843, -3.0278], [0.1389, 4.0040, -1.5301], [-0.2511, 1.3912, -4.9723], [-0.4493, 1.1555, -5.8785], [-0.6715, 0.7086, -4.4493], [-1.8329, -1.7520, 0.9537], [-1.0284, -1.3447, 0.6327], [-2.2901, -1.0491, 1.4155], [-1.0870, 4.0149, -4.3630], [-0.8909, 3.0780, -4.3604], [-1.9801, 4.0722, -4.7025], [4.5106, -0.7644, -1.4511], [4.7310, -1.5482, -1.9544], [3.7401, -1.0152, -0.9415], [-1.8784, -0.1556, -3.3320], [-1.2454, -0.1603, -2.6140], [-2.5631, -0.7632, -3.0522], [2.6659, 3.7326, -0.0308], [2.0047, 3.9256, 0.6339], [3.4995, 3.9338, 0.3945]],
  "forces_ev_per_a": [[-1.411, -2.995, 0.723], [-0.442, -0.736, 0.430], [1.097, 1.184, 0.650], [0.215, -1.731, 0.934], [-1.371, -0.524, 0.661], [2.012, 0.324, 0.871], [-1.173, 0.162, 0.193], [0.373, 0.190, -1.187], [-0.118, 0.290, 0.004], [0.024, -0.067, -0.405], [0.222, 0.118, -0.231], [0.017, 0.068, 0.217], [-0.080, 0.193, -0.307], [0.134, -0.359, -0.429], [-0.509, 0.090, -0.045], [-0.185, 0.019, -0.536], [-0.246, -0.335, -0.430], [-0.212, -0.183, 0.292], [0.013, 0.320, -0.385], [1.026, 0.948, 1.140], [-2.216, 0.000, -0.201], [0.264, -0.254, 0.576], [-0.241, 0.364, 0.366], [1.623, -0.659, -0.494], [0.376, -1.174, -0.362], [-0.810, -0.127, -0.206], [0.381, -0.495, -0.379], [-0.076, 0.242, -0.068], [0.110, 0.514, -0.190], [0.271, -0.434, -0.007], [0.124, 0.289, -0.081], [-0.428, 0.067, 0.192], [0.344, 0.577, -0.132], [-0.442, -0.254, -0.195], [-0.302, -0.048, 0.151], [-0.078, 0.203, -0.224], [-0.150, 0.884, -0.287], [-0.593, 0.192, 0.897], [-1.543, -1.093, -0.034], [2.009, 2.177, 0.073], [-0.475, -0.214, 0.512], [-0.127, 0.020, 0.140], [0.225, 0.043, 0.185], [0.239, -0.466, -0.105], [-0.142, 0.019, -0.109], [0.331, -0.082, -0.076], [0.751, 0.373, -0.408], [0.055, 0.227, -0.059], [-0.180, -0.697, 0.054], [-0.323, 0.184, 0.000], [-0.336, -0.135, 0.025], [0.080, -0.181, -0.143], [0.007, -0.144, 0.250], [-1.860, 0.348, -0.390], [1.064, -0.127, 2.100], [1.070, -1.284, -0.501], [-2.051, -0.569, 1.105], [0.664, 0.944, -0.809], [-0.033, 1.082, -1.001], [0.286, 0.601, -0.227], [0.357, 0.120, -0.323], [-0.138, 0.234, 0.232], [0.292, -0.211, -0.101], [0.174, 0.148, -0.559], [-0.197, -0.135, 0.578], [0.532, -0.496, 0.185], [0.261, -0.669, -0.392], [-0.277, 0.486, 0.074], [-0.149, 0.114, 0.511], [-0.234, -0.353, -0.310], [0.848, 0.283, 0.487], [1.098, -0.691, 0.349], [0.617, -0.775, 0.719], [-1.348, -1.089, 1.211], [-0.438, 2.004, -0.703], [-0.339, -0.765, -0.282], [-0.478, -0.208, -0.157], [-0.449, 0.192, -0.030], [-0.079, -0.125, -0.845], [0.286, 0.500, -0.011], [0.269, -0.066, -1.001], [-0.055, 0.184, 0.289], [-0.139, 0.062, -0.521], [0.106, -0.643, 0.254], [0.380, 0.508, -0.043], [0.219, -0.274, -0.247], [-0.184, -0.158, -0.411], [0.791, 1.467, 0.685], [-0.625, -1.396, -2.282], [-0.278, -0.201, 0.282], [0.871, -0.245, 1.639], [0.108, 0.420, -0.198], [-0.645, 0.295, 0.005], [-0.127, -0.541, 0.395], [0.439, -0.646, -0.242], [-0.170, 0.616, -0.055], [-0.056, -0.148, -0.045], [-0.343, 0.728, 0.133], [0.671, -0.395, -0.131], [-0.448, -0.402, -0.680], [0.039, -0.083, 0.531], [-0.305, 0.363, -0.261], [0.018, 0.426, -0.340], [0.018, -0.233, 0.473], [-0.664, 0.707, -0.970], [0.701, 1.574, 0.944], [-1.998, -1.410, -0.551], [0.164, -0.491, -0.205], [0.385, 0.886, -0.340], [0.527, -0.515, -0.098], [-0.120, -0.010, 0.171], [0.408, -0.156, 0.011], [0.007, -0.040, 0.111], [-0.374, 0.021, 0.021], [0.115, 0.266, -0.039], [0.280, 0.363, 0.343], [-0.244, 0.087, 0.427], [0.287, -0.522, -0.027], [0.210, 0.134, 0.089], [0.182, -0.210, 0.097], [0.249, -0.543, 0.005], [-0.046, -0.667, 0.714], [2.058, -0.560, 0.205], [-0.617, 1.030, 0.444], [0.019, 0.376, 1.088], [0.772, 0.198, -1.186], [-0.859, -0.837, 0.479], [-0.079, -0.285, -0.192], [0.024, 0.513, -0.441], [0.114, 0.164, 0.158], [-0.155, -0.129, -0.249], [-0.319, -0.082, -0.097], [-0.238, 0.304, 0.234], [-0.245, -0.365, 0.004], [0.195, 0.011, 0.034], [-0.326, -0.016, -0.330], [0.212, 0.342, 0.247], [-0.193, 0.251, -0.703], [-0.411, -0.419, -0.723], [-0.005, 0.167, 0.281], [0.114, -0.178, 0.417], [1.517, 1.968, -0.944], [-0.218, 0.378, 0.286], [0.199, -0.010, -0.458], [2.957, -0.418, 0.171], [-0.126, -1.353, 0.006], [0.276, 0.269, 0.035], [0.197, 0.057, -1.455], [0.593, -0.649, -0.386], [-1.021, -0.263, -0.270], [-2.273, 1.752, -0.564], [-0.359, 0.297, -0.624], [-0.640, 0.177, 0.710], [0.726, 0.702, -0.170], [-0.013, 0.041, -0.331], [-0.794, -0.794, 0.655], [-0.129, -0.823, -0.567], [0.330, 0.289, -0.109], [-0.135, 0.601, 0.429], [0.248, 0.672, 0.329], [0.027, -0.903, -0.504], [-0.225, 0.137, -0.059], [0.387, 0.274, -0.028], [0.224, -0.130, -0.175], [-0.624, 0.035, 0.288], [1.234, 1.336, -0.936], [0.251, -0.053, 0.489], [-1.128, -1.092, 0.598], [1.439, 0.973, 1.458], [-1.588, 0.578, 0.671], [0.396, -0.099, 0.118]],
  "e_tot_ha": -3617.91692,
  "lumo_ev": -2.7,
  "total_charge": 1,
  "orbital_gap_ev": 7.39,
  "homo_energy_ev": -10.11
}